42
Properties=species:S:1:pos:R:3:forces:R:3 method="wB97M-V/def2-TZVPD" homo_energy_ha=-0.085 de_lowest_kcal_mol=0.0 e_tot_ha=-2504.6411 total_charge=-1 max_force_ha_per_bohr=0.057
Sc 1.4286 -0.2996 -0.1774 0.0 -0.4 1.3
Cl -0.5430 -1.7764 -0.3673 -0.4 -0.9 0.1
Cl 0.9545 1.8697 0.7214 0.1 1.4 0.5
C 3.3889 -0.8209 -0.1004 0.3 0.7 -1.7
H 4.2100 -0.0537 -0.0403 -0.5 -0.4 0.5
H 3.7638 -1.4562 -0.9493 -0.2 -0.3 0.6
C -1.1922 1.2780 -1.7595 -0.6 1.1 0.4
C 0.0121 0.8278 -2.0192 2.8 0.8 -0.1
H -1.3263 1.9860 -0.9122 0.1 -0.4 -0.8
C 0.3543 -0.2416 -2.9929 -1.0 -0.8 -1.3
H 0.9178 1.3541 -1.5510 -1.5 -0.5 -0.5
C -0.6922 -0.2367 -4.1376 0.4 0.4 -0.1
H 1.3751 -0.1949 -3.4081 -0.4 0.2 0.3
H 0.2083 -1.2347 -2.5103 0.4 0.6 -0.2
C -2.1231 -0.1994 -3.6093 0.1 -0.2 0.2
H -0.5146 0.6229 -4.8060 0.0 -0.1 0.2
H -0.5561 -1.1320 -4.7394 0.0 -0.1 -0.2
C -2.3885 0.8884 -2.5673 -1.1 0.2 0.2
H -2.8240 -0.1001 -4.4440 0.0 0.0 0.1
H -2.3326 -1.1443 -3.1123 0.0 -0.3 -0.1
H -2.8721 1.7805 -3.0610 0.6 -0.5 0.6
H -3.1490 0.5062 -1.8514 0.2 0.2 -0.4
N -0.5411 1.8097 10.4569 0.2 -0.8 -1.8
C -0.4206 1.3468 9.3933 -0.2 0.6 1.4
C -0.2729 0.7807 8.0716 0.0 0.0 -0.1
C -0.7673 1.4681 6.9554 0.1 -0.2 -0.4
C -0.5947 0.9499 5.6686 -0.1 0.0 0.7
C 0.0817 -0.2660 5.5042 0.2 -0.1 -0.2
C 0.5317 -0.9896 6.6191 -0.2 0.5 0.5
C 0.3686 -0.4497 7.8979 0.0 -0.2 -0.4
N 0.3802 -0.7318 4.2071 -0.2 -0.2 -0.4
C 0.9914 -1.9483 3.8758 0.2 0.1 -0.7
C 1.2415 -1.9268 2.5270 -0.7 1.0 1.3
N 0.8182 -0.7057 2.0316 -0.8 0.5 1.3
C 0.2494 -0.0155 3.0297 1.5 -2.0 -0.8
H -1.2806 2.4172 7.0945 0.1 -0.2 0.0
H -0.9837 1.4857 4.8037 0.2 -0.1 0.3
H 1.0260 -1.9521 6.4974 -0.1 0.4 0.1
H 0.7474 -0.9850 8.7660 -0.1 0.1 -0.2
H 1.2296 -2.7009 4.6004 -0.1 0.0 0.1
H 1.6709 -2.6673 1.8675 0.1 0.2 0.2
H -0.2270 0.9461 2.9647 0.3 0.0 -0.2